(1)
The following is a quantum chemistry calculation of a single FHN2O2S molecule at a distorted geometry, from OMol25.

Element x y z (Å)
O  -0.476  0.554  1.940
N  0.188  0.484  0.974
O  1.324  0.772  0.803
N  -0.390  -0.237  -0.097
F  -1.758  -0.391  0.056
S  0.265  0.012  -1.830
H  0.848  -1.194  -1.846

Results
molar mass: 112.08 g mol⁻¹
E_tot: -758.4113 hartree
gap between HOMO and LUMO: 10.2 eV
LUMO energy: -0.0257 Ha
highest occupied orbital energy: -10.9 eV

=====

(2)
The following is a quantum chemistry calculation of a single C3H4N2S molecule at a distorted geometry, from OMol25.

Element x y z (Å)
S  1.700  -0.287  -1.171
C  0.290  -0.093  -0.091
C  0.176  0.400  1.239
N  -1.157  0.515  1.674
N  -1.808  0.197  0.593
C  -1.095  -0.210  -0.529
H  1.022  -1.272  -2.130
H  0.817  0.614  2.075
H  -2.868  0.009  0.665
H  -1.638  -0.332  -1.460

Results
molar mass: 100.15 g mol⁻¹
E_tot: -624.3513 hartree
gap between HOMO and LUMO: 9.1 eV
LUMO energy: 0.0213 Ha
highest occupied orbital energy: -8.6 eV

=====

(3)
The following is a quantum chemistry calculation of a 9-piece molecular cluster, C73H66N2O18P2S overall at a distorted geometry, from OMol25.

Element x y z (Å)
C  0.373  -1.088  4.495
C  0.869  -0.910  3.402
C  1.368  -1.060  2.011
C  0.600  -1.738  1.038
C  1.142  -1.807  -0.300
C  0.283  -2.516  -1.411
C  0.809  -3.933  -1.788
C  2.403  -1.222  -0.626
C  2.974  -1.255  -2.067
C  3.041  0.181  -2.675
C  1.630  0.847  -2.793
O  3.677  0.043  -3.965
C  3.172  -0.546  0.375
C  2.606  -0.487  1.676
S  3.596  0.424  2.886
C  4.144  1.801  1.844
C  4.519  1.416  0.522
C  4.973  2.387  -0.391
C  4.996  3.753  0.043
P  5.542  4.996  -1.230
N  5.313  4.197  -2.745
O  7.214  5.203  -1.024
C  4.594  4.158  1.346
P  4.536  5.909  1.996
C  2.913  6.566  1.314
C  2.701  8.085  1.667
C  5.962  6.940  1.385
C  7.287  6.213  1.816
C  4.170  3.140  2.289
C  3.723  3.435  3.732
C  2.223  3.886  3.700
N  4.436  0.050  0.128
H  -0.016  -1.266  5.490
H  -0.378  -2.150  1.315
H  0.329  -1.848  -2.300
H  -0.772  -2.506  -1.080
H  1.781  -3.861  -2.318
H  0.867  -4.560  -0.878
H  0.099  -4.349  -2.539
H  3.955  -1.765  -2.136
H  2.250  -1.807  -2.702
H  3.661  0.890  -2.091
H  1.293  1.048  -1.755
H  0.923  0.230  -3.374
H  1.808  1.843  -3.256
H  3.464  0.892  -4.406
H  5.285  2.136  -1.418
H  6.165  3.655  -2.913
H  5.187  4.910  -3.478
H  7.558  4.375  -0.642
H  2.848  6.414  0.210
H  2.069  5.970  1.724
H  3.332  8.304  2.556
H  3.079  8.671  0.803
H  1.630  8.268  1.861
H  5.926  7.220  0.316
H  5.938  7.895  1.957
H  7.608  6.653  2.787
H  8.111  6.318  1.092
H  7.131  5.131  2.034
H  3.872  2.564  4.400
H  4.388  4.233  4.122
H  1.670  3.530  4.594
H  2.203  4.992  3.623
H  1.675  3.504  2.814
H  4.767  -0.108  -0.816
O  -5.901  -3.974  3.554
C  -5.134  -3.468  2.758
C  -4.144  -2.450  3.182
C  -3.309  -1.898  2.308
C  -3.329  -2.275  0.877
O  -2.560  -1.765  0.089
C  -4.318  -3.294  0.451
C  -5.155  -3.848  1.325
H  -4.139  -2.184  4.232
H  -2.579  -1.151  2.600
H  -4.319  -3.558  -0.600
H  -5.885  -4.594  1.035
O  2.882  1.122  -6.229
C  3.484  0.614  -7.155
C  3.570  1.282  -8.474
C  4.228  0.724  -9.487
C  4.903  -0.589  -9.338
O  5.503  -1.095  -10.262
C  4.815  -1.255  -8.017
C  4.157  -0.697  -7.003
H  3.072  2.239  -8.565
H  4.302  1.195  -10.459
H  5.313  -2.212  -7.926
H  4.082  -1.166  -6.030
O  -3.080  -0.650  5.664
C  -3.419  0.512  5.550
C  -4.849  0.891  5.466
C  -5.219  2.163  5.339
C  -4.217  3.254  5.276
O  -4.555  4.412  5.162
C  -2.786  2.873  5.359
C  -2.417  1.601  5.487
H  -5.567  0.082  5.514
H  -6.259  2.459  5.275
H  -2.068  3.682  5.311
H  -1.377  1.304  5.550
O  -9.773  -5.321  8.156
C  -9.547  -5.529  6.980
C  -8.519  -4.756  6.244
C  -8.273  -4.984  4.955
C  -9.018  -6.024  4.205
O  -8.792  -6.234  3.029
C  -10.046  -6.797  4.940
C  -10.292  -6.569  6.229
H  -7.986  -4.002  6.810
H  -7.524  -4.428  4.398
H  -10.580  -7.552  4.375
H  -11.038  -7.124  6.782
O  3.052  8.447  -8.746
C  3.622  7.905  -7.824
C  4.977  8.330  -7.397
C  5.601  7.731  -6.386
C  4.969  6.619  -5.646
O  5.543  6.073  -4.720
C  3.616  6.190  -6.069
C  2.990  6.787  -7.080
H  5.424  9.146  -7.950
H  6.588  8.028  -6.062
H  3.172  5.373  -5.514
H  2.001  6.490  -7.404
O  12.113  4.932  -8.656
C  11.187  5.698  -8.501
C  10.784  6.645  -9.570
C  9.769  7.487  -9.398
C  8.996  7.515  -8.134
O  8.068  8.283  -7.980
C  9.398  6.569  -7.066
C  10.413  5.726  -7.237
H  11.359  6.610  -10.486
H  9.461  8.186  -10.166
H  8.823  6.604  -6.148
H  10.721  5.028  -6.468
O  -10.711  -9.915  1.065
C  -9.937  -9.409  0.279
C  -8.947  -8.397  0.714
C  -8.102  -7.842  -0.151
C  -8.112  -8.212  -1.584
O  -7.339  -7.707  -2.372
C  -9.103  -9.226  -2.021
C  -9.949  -9.781  -1.157
H  -8.951  -8.136  1.764
H  -7.373  -7.101  0.150
H  -9.097  -9.484  -3.073
H  -10.678  -10.523  -1.457
O  -11.491  -8.883  7.431
C  -10.966  -9.476  8.354
C  -9.633  -9.079  8.864
C  -9.059  -9.730  9.873
C  -9.729  -10.878  10.529
O  -9.207  -11.470  11.449
C  -11.063  -11.274  10.017
C  -11.637  -10.623  9.009
H  -9.158  -8.238  8.375
H  -8.085  -9.456  10.259
H  -11.538  -12.115  10.507
H  -12.610  -10.896  8.622

Results
molar mass: 1353.34 g mol⁻¹
E_tot: -5365.7218 hartree
gap between HOMO and LUMO: 5.8 eV
LUMO energy: -0.0683 Ha
highest occupied orbital energy: -7.7 eV

=====

(4)
The following is a quantum chemistry calculation of C14H21O5Pd as an isolated structure, from OMol25.

Element x y z (Å)
Pd  -0.188  -0.797  0.016
C  -0.245  -3.676  1.438
O  -1.050  -2.733  2.123
C  -0.512  -2.298  3.341
C  0.858  -1.644  3.281
O  0.817  -0.471  2.502
C  2.053  0.213  2.414
C  3.256  -0.541  1.837
O  3.098  -1.157  0.596
C  3.067  -0.228  -0.487
H  -0.043  -4.551  2.079
H  -0.807  -3.987  0.561
H  0.701  -3.235  1.099
H  -1.223  -1.574  3.739
H  -0.443  -3.147  4.042
H  1.137  -1.394  4.318
H  1.607  -2.348  2.901
H  1.834  1.108  1.831
H  2.362  0.523  3.427
H  4.083  0.188  1.796
H  3.563  -1.331  2.529
H  4.004  0.350  -0.485
H  2.998  -0.813  -1.400
H  2.200  0.441  -0.451
C  -2.261  -0.373  -3.826
C  -1.335  0.278  -2.798
O  -0.418  -0.414  -2.363
C  -1.598  1.658  -2.404
C  -2.476  2.436  -3.185
C  -2.807  3.735  -2.885
C  -2.265  4.302  -1.712
C  -1.426  3.586  -0.909
C  -1.005  2.233  -1.211
O  -0.194  1.645  -0.454
H  -2.029  -1.435  -3.849
H  -2.091  0.044  -4.822
H  -3.313  -0.227  -3.579
H  -2.900  1.996  -4.081
H  -3.468  4.303  -3.527
H  -2.525  5.321  -1.441
H  -1.016  4.014  -0.001

Results
molar mass: 375.74 g mol⁻¹
E_tot: -1050.0716 hartree
gap between HOMO and LUMO: 5.3 eV
LUMO energy: 0.1146 Ha
highest occupied orbital energy: -2.2 eV
charge: -1

=====

What is the molar mass in the second record? 100.15 g mol⁻¹

=====

molar mass of number 3 (C73H66N2O18P2S)? 1353.34 g mol⁻¹